Record 1
{"formula": "Cl3O2PS", "method": "ωB97M-V/def2-TZVPD", "spin_multiplicity": 1, "homo_ev": -9.73, "e_above_lowest_kj_mol": 0.0, "homo_lumo_gap_ev": 9.5, "symbols": ["O", "O", "P", "S", "Cl", "Cl", "Cl"], "xyz": [[-0.5862, 1.0362, 0.0555], [0.4004, -1.4327, -0.1297], [0.2094, -0.1103, -0.7825], [-0.7197, 0.8167, 1.7451], [-0.8407, -0.1185, -2.3974], [1.9349, 0.8200, -1.2412], [-1.9575, -0.7727, 1.8674]], "nbo_charge": [-0.95, -1.02, 1.94, 0.58, -0.19, -0.24, -0.13]}



Record 2
{"formula": "C4H8O2", "method": "ωB97M-V/def2-TZVPD", "spin_multiplicity": 1, "homo_ev": -10.29, "e_above_lowest_kj_mol": 141.2, "homo_lumo_gap_ev": 11.3, "symbols": ["O", "C", "C", "C", "C", "O", "H", "H", "H", "H", "H", "H", "H", "H"], "xyz": [[-1.2885, -0.5140, -0.0705], [-0.6076, 0.0311, -1.2087], [0.8078, 0.3553, -0.7357], [0.5766, 0.7120, 0.7326], [-0.4484, -0.3347, 1.1366], [0.0396, -1.6314, 1.2374], [-0.5101, -1.8380, 0.4178], [-1.1652, 0.9274, -1.4913], [-0.6300, -0.6735, -2.0525], [1.2648, 1.1593, -1.3154], [1.4498, -0.5307, -0.7943], [1.4885, 0.6848, 1.3350], [0.1197, 1.7045, 0.8314], [-1.0969, -0.0522, 1.9777]], "nbo_charge": [-0.56, -0.08, -0.44, -0.45, 0.37, -0.74, 0.50, 0.17, 0.19, 0.22, 0.22, 0.23, 0.21, 0.16]}



Record 3
{"formula": "C2H6N2O3P", "method": "ωB97M-V/def2-TZVPD", "spin_multiplicity": 1, "homo_ev": [-3.22, -3.23], "charge": -1, "e_above_lowest_kj_mol": 569.7, "homo_lumo_gap_ev": [6.8, 6.8], "symbols": ["C", "C", "N", "N", "O", "O", "O", "P", "H", "H", "H", "H", "H", "H"], "xyz": [[-1.8523, 0.4032, -0.5797], [-1.4020, 0.6958, 0.7972], [-1.6735, -0.6303, 0.4384], [2.2432, -1.3429, -0.4368], [2.4655, 0.8463, 1.1698], [1.9792, 1.1462, -1.2869], [-0.5542, -1.3303, 0.2511], [1.9321, 0.3226, -0.0831], [-2.8319, 0.6596, -0.8064], [-1.0007, 0.1265, -1.3433], [-0.4246, 1.0029, 1.1464], [-2.0368, 1.1720, 1.5022], [1.6365, -1.6689, 0.3799], [1.5194, -1.4027, -1.1489]], "nbo_charge": [-0.33, -0.30, -0.15, -1.13, -1.07, -1.08, -0.79, 2.28, 0.18, 0.21, 0.19, 0.17, 0.41, 0.39]}



Record 4
{"formula": "C28H46Br2NO9", "method": "ωB97M-V/def2-TZVPD", "spin_multiplicity": 2, "homo_ev": [-8.24, -9.41], "s2": 0.754, "homo_lumo_gap_ev": [8.6, 9.7], "symbols": ["C", "C", "Br", "C", "Br", "C", "C", "C", "C", "C", "N", "O", "C", "C", "C", "C", "H", "H", "H", "H", "H", "H", "H", "H", "H", "H", "H", "H", "H", "H", "H", "H", "H", "H", "H", "H", "H", "H", "O", "C", "O", "C", "C", "C", "H", "H", "H", "H", "H", "H", "O", "C", "O", "C", "C", "C", "H", "H", "H", "H", "H", "H", "O", "C", "O", "C", "C", "C", "H", "H", "H", "H", "H", "H", "O", "C", "O", "C", "C", "C", "H", "H", "H", "H", "H", "H"], "xyz": [[-1.0466, 3.0965, 6.0522], [-0.2712, 1.7534, 5.9252], [1.1257, 1.5647, 7.3159], [0.4326, 1.5128, 4.5196], [0.1503, 3.0000, 3.2616], [-0.0175, 0.1200, 3.9658], [0.9099, -0.4314, 2.8282], [0.4217, -0.1964, 1.3636], [1.6167, 0.5005, 0.5778], [0.2383, -1.5782, 0.6370], [-0.7320, 0.7065, 1.2200], [-1.0730, 0.8631, -0.0094], [-1.8833, 0.3917, 2.0851], [-2.7922, 1.7014, 2.0903], [-2.8223, -0.7426, 1.5455], [-1.5331, 0.0422, 3.5696], [-1.8586, 3.2062, 5.3170], [-0.3104, 3.9158, 6.0065], [-1.5194, 3.0868, 7.0585], [-0.9723, 0.9141, 6.0673], [1.5177, 1.4386, 4.7094], [0.1083, -0.5775, 4.8268], [0.9487, -1.5349, 2.9717], [1.9319, -0.0667, 3.0344], [1.7879, 0.0532, -0.4137], [1.3403, 1.5706, 0.4662], [2.5709, 0.4609, 1.1317], [1.2299, -2.0786, 0.6600], [-0.4618, -2.2513, 1.1645], [-0.0189, -1.4490, -0.4270], [-2.2564, 2.5010, 1.5401], [-3.7724, 1.5034, 1.6135], [-2.9707, 2.0896, 3.1086], [-2.4583, -1.7615, 1.7673], [-3.0910, -0.5957, 0.4861], [-3.7767, -0.6253, 2.1061], [-2.1029, 0.6229, 4.3192], [-1.8338, -1.0180, 3.7269], [3.5617, -2.1631, 0.1794], [4.3371, -1.6224, -0.5592], [3.9551, -0.8564, -1.6127], [5.1150, -0.4498, -2.3588], [6.2722, -0.5578, -1.3851], [5.8387, -1.7164, -0.5020], [5.2284, -1.1191, -3.2159], [4.9742, 0.5669, -2.7232], [7.2343, -0.7093, -1.8733], [6.3397, 0.3540, -0.7866], [6.1476, -2.6798, -0.9125], [6.1956, -1.6037, 0.5099], [-4.7383, -0.0244, -1.2199], [-4.2324, 0.5203, -2.1607], [-4.8664, 0.6828, -3.3472], [-3.9643, 1.2708, -4.3007], [-2.9055, 1.9632, -3.4683], [-2.8294, 1.0758, -2.2338], [-3.5493, 0.4775, -4.9235], [-4.5097, 1.9670, -4.9363], [-1.9561, 2.0750, -3.9904], [-3.2513, 2.9599, -3.1820], [-2.1263, 0.2517, -2.3656], [-2.5859, 1.6423, -1.3439], [7.4974, -1.9835, 2.2998], [6.4979, -2.1429, 2.9423], [5.2713, -2.3088, 2.3865], [4.2796, -2.3601, 3.4240], [5.0308, -2.7660, 4.6768], [6.3969, -2.1429, 4.4474], [3.8213, -1.3726, 3.5145], [3.5108, -3.0816, 3.1534], [4.5442, -2.4392, 5.5953], [5.1257, -3.8538, 4.7157], [6.4409, -1.1119, 4.8041], [7.1952, -2.7330, 4.8913], [-3.2826, 1.0233, -7.3219], [-4.2731, 0.7975, -7.9541], [-4.4913, 1.2836, -9.2002], [-5.8120, 0.9231, -9.6354], [-6.1916, -0.2829, -8.7988], [-5.4628, -0.0087, -7.4929], [-6.4779, 1.7733, -9.4657], [-5.7942, 0.6978, -10.7006], [-7.2680, -0.4076, -8.6868], [-5.7942, -1.1916, -9.2570], [-6.0600, 0.6007, -6.8114], [-5.1451, -0.9259, -7.0029]], "mulliken_charge": [-1.43, -0.02, -0.16, -0.58, -0.13, -0.14, -1.31, 1.81, -1.65, -1.64, 0.62, -0.53, 1.97, -1.62, -1.58, -1.66, 0.28, 0.40, 0.47, 0.48, 0.64, 0.52, 0.44, 0.19, 0.24, 0.36, 0.30, 0.47, 0.36, 0.28, 0.31, 0.44, 0.23, 0.39, -0.04, 0.63, 0.45, 0.24, -0.52, 0.47, -0.37, -0.46, -0.62, 0.20, 0.25, 0.35, 0.35, 0.27, 0.31, -0.21, -0.59, 0.47, -0.39, -0.11, -0.81, 0.10, 0.12, 0.31, 0.35, 0.33, 0.13, 0.10, -0.60, 0.41, -0.23, -0.21, -0.62, -0.48, 0.05, 0.37, 0.35, 0.29, 0.25, 0.35, -0.55, 0.50, -0.36, -0.41, -0.58, -0.33, 0.26, 0.31, 0.33, 0.27, 0.25, 0.33]}